Record 1
Computed, not measured: the molecule C4H6OS in a non-equilibrium geometry, with ωB97M-V/def2-TZVPD.

Output
HOMO energy in eV: -7.52
Total charge: 0
SMILES: CC1=COCS1
Gap between HOMO and LUMO in eV: 8.42
ΔE to the lowest compared entry with this formula, charge and spin in eV: 1.3710
Strongest force on any atom in eV/Å: 3.752

Each line ends with the natural charge from an NBO analysis.
Atoms and positions in Å:
C -0.147 -0.682 1.566  -0.17
H -0.843 1.232 -2.413  0.22
C 0.199 1.073 -2.077  -0.64
H -0.945 -1.331 1.956  0.20
O 0.609 -1.494 0.646  -0.49
C 0.761 -0.946 -0.567  0.10
S -0.768 0.807 0.643  0.17
H 0.760 0.545 -2.841  0.23
H 0.609 2.082 -1.920  0.22
H 1.482 -1.438 -1.218  0.21
C 0.162 0.280 -0.822  -0.22
H 0.507 -0.393 2.380  0.19


Record 2
Computed, not measured: a cluster of 5 separate species, C19H49N3O5 in total in a non-equilibrium geometry, with ωB97M-V/def2-TZVPD.

Output
HOMO energy in eV: -8.44
Total charge: 0
SMILES: CC1(C)CCCC(C)(C)N1O.COC[C@H](C)N.COC[C@H](C)N.CO.CO
Gap between HOMO and LUMO in eV: 9.14
Strongest force on any atom in eV/Å: 1.350

Each line ends with the Löwdin charge.
Atoms and positions in Å:
H 3.408 -0.403 -2.777  0.09
C -4.686 2.979 2.124  -0.44
H -1.566 -1.256 2.510  0.08
O -3.791 -2.679 -0.095  -0.13
O -2.409 -0.464 0.817  -0.16
C 3.198 2.080 -4.190  -0.04
H -3.387 -3.926 1.519  0.08
H 0.041 -0.752 -4.225  0.10
H -3.875 0.216 -1.210  0.08
H -1.187 1.743 -0.599  0.07
H 0.401 1.771 0.112  0.08
H 2.804 3.096 -4.238  0.09
N 3.493 -3.528 1.335  0.03
H -4.153 0.885 2.622  0.06
C 3.949 -2.430 2.219  -0.44
H -1.587 0.545 2.465  0.09
H 2.644 2.564 -1.302  0.11
C -0.217 0.309 -4.297  -0.18
C -0.135 1.921 -0.832  -0.02
H 0.034 2.951 -1.139  0.09
H 4.040 2.055 -3.498  0.08
H -3.448 -1.805 0.122  0.02
H 4.500 -3.684 3.876  0.13
H -3.680 3.411 2.115  0.14
H -0.470 -0.379 1.461  0.05
H 2.068 -1.431 2.183  0.06
C -2.968 -3.621 0.549  -0.18
N -5.597 4.012 2.576  0.04
C -4.466 1.115 -1.023  -0.08
H -5.521 0.845 -1.053  0.10
C 2.794 -0.309 -3.673  -0.02
H -1.164 1.835 -3.122  0.12
C 0.636 -0.422 -1.270  -0.03
C 0.997 1.104 -4.742  -0.15
C -0.718 0.847 -2.965  -0.13
C -4.630 1.762 3.059  -0.05
C -5.025 2.619 0.694  -0.21
H 1.584 -0.444 -0.730  0.08
H 0.688 -1.241 -1.995  0.07
C 2.784 -1.763 2.946  -0.06
H 7.145 -1.569 5.095  0.09
H 3.187 -4.314 1.906  0.07
H 2.237 -2.511 3.530  0.08
H 2.036 -1.089 -3.631  0.06
H 1.280 0.772 -5.748  0.13
H 3.023 -0.909 3.577  0.08
O 5.691 -1.964 3.766  -0.19
H 7.533 -2.862 3.967  0.09
H -5.643 1.416 3.310  0.08
C 0.364 0.942 -1.890  -0.51
H 3.558 1.777 -5.174  0.09
H 2.652 -3.238 0.845  0.06
H -1.967 -3.225 0.745  0.07
N 1.574 1.529 -2.482  -0.10
H -6.502 3.618 2.806  0.07
H -0.992 0.347 -5.065  0.11
H -4.981 3.538 0.088  0.13
H 6.362 -3.155 5.329  0.09
H -5.268 4.500 3.396  0.07
H -4.177 2.051 4.008  0.08
H 0.699 2.150 -4.895  0.12
C -1.483 -0.370 1.882  -0.13
H 3.409 -0.532 -4.546  0.09
H -1.525 0.220 -2.569  0.12
O 2.593 1.623 -1.495  -0.02
O -4.097 1.662 0.233  -0.23
C 2.140 1.084 -3.746  -0.54
C 6.735 -2.443 4.590  -0.11
H -2.913 -4.511 -0.079  0.07
H -4.198 1.812 -1.827  0.10
H 5.687 -3.591 2.529  0.13
H 4.420 -1.703 1.555  0.14
C 4.983 -3.014 3.150  -0.24
H -2.749 0.394 0.543  0.03
H -0.137 -0.819 -0.602  0.07
H -6.058 2.259 0.574  0.13


Record 3
Computed, not measured: a cluster of 4 separate species, C2H11O4 in total in a non-equilibrium geometry, with ωB97M-V/def2-TZVPD.

Output
HOMO energy in eV: -4.50
Total charge: -1
Gap between HOMO and LUMO in eV: 8.60
ΔE to the lowest compared entry with this formula, charge and spin in eV: 0.2920
Strongest force on any atom in eV/Å: 1.319

Each line ends with the natural charge from an NBO analysis.
Atoms and positions in Å:
C -0.980 0.400 0.744  -0.04
O 1.773 1.557 -0.612  -1.05
H 0.328 -1.183 -1.111  0.52
H 1.889 -1.627 1.921  0.45
H 1.127 0.847 -0.266  0.51
O 1.001 -1.854 2.210  -1.01
H -1.648 -0.386 1.128  0.13
O 0.142 -0.257 0.226  -0.97
H 0.994 -2.177 -2.241  0.44
H -1.837 0.522 -1.141  0.21
H -0.674 1.111 1.551  0.12
C -1.697 1.247 -0.338  -0.65
H -0.990 1.985 -0.676  0.21
O 0.196 -1.762 -1.918  -1.02
H 0.468 -1.327 1.552  0.51
H -2.669 1.676 -0.023  0.17
H 2.578 1.230 -1.006  0.45


Record 4
Computed, not measured: a structure of composition C35H31N4O4P2STl in a non-equilibrium geometry, with ωB97M-V/def2-TZVPD.

Output
HOMO energy (spin up / spin down) in eV: -13.02 / -13.02
Total charge: +2
Gap between HOMO and LUMO (spin up / spin down) in eV: 3.86 / 4.37
ΔE to the lowest compared entry with this formula, charge and spin in eV: 0.5574
Strongest force on any atom in eV/Å: 1.617

Each line ends with the Löwdin charge.
Atoms and positions in Å:
H 2.634 -1.720 -0.840  0.09
C 4.742 1.652 -5.773  -0.06
C -1.931 -0.543 4.813  -0.01
H 2.714 -5.385 3.490  0.13
C -0.898 3.973 1.024  -0.06
C -1.011 2.735 0.408  -0.13
C -3.086 -0.989 6.884  -0.23
H 1.992 -4.407 5.741  0.13
N -4.116 -1.530 7.522  0.27
N 0.903 -0.620 3.868  -0.05
O 1.494 1.168 5.554  -0.21
H -3.317 -0.487 -0.879  0.10
C 1.067 -3.622 -3.815  -0.06
C 2.381 -4.364 3.598  0.06
C -2.705 0.958 -2.330  -0.28
H -0.425 0.162 -3.889  0.07
H 3.263 1.213 -7.265  0.11
C 0.046 0.846 -3.183  -0.28
C -2.053 -0.328 7.610  0.06
H -1.359 1.884 0.983  0.08
C -3.629 0.116 -1.722  -0.07
O 2.085 0.801 -1.331  -0.48
C 5.047 1.659 -4.420  -0.06
C -3.076 1.731 -3.427  -0.08
O 0.016 1.621 3.631  -0.33
C -4.363 1.637 -3.928  -0.06
C 2.217 -3.652 -1.705  -0.08
P -1.015 0.968 -1.691  0.72
C -5.287 0.796 -3.322  -0.06
H 2.668 -3.755 1.530  0.11
H -4.201 -1.469 8.528  0.16
H -6.296 0.736 -3.709  0.11
H 0.157 1.815 -3.668  0.06
H 6.012 2.009 -4.078  0.11
H -0.514 6.065 0.735  0.11
C -0.556 5.088 0.273  -0.05
C -0.744 2.601 -0.953  -0.28
H -1.101 4.057 2.083  0.11
C 2.868 0.777 -3.940  -0.28
H 4.324 1.228 -2.438  0.10
H -0.019 5.824 -1.670  0.12
C 1.462 -1.787 3.859  -0.44
H -2.145 -0.211 8.682  0.14
Tl 1.119 0.312 1.139  1.08
C -3.001 -1.085 5.463  0.05
C 1.658 -4.330 -2.779  -0.06
H -5.639 -0.624 -1.754  0.11
H 1.594 0.416 -5.646  0.10
P 1.698 0.251 -2.661  0.73
S 0.480 0.736 4.658  0.57
H -3.789 -1.588 4.919  0.14
H -2.364 2.399 -3.897  0.11
C 2.338 -3.465 2.522  -0.08
O -0.782 -0.151 -0.727  -0.46
H 2.677 -4.215 -0.902  0.09
C -4.921 0.036 -2.221  -0.07
H -0.167 3.641 -2.754  0.10
N 1.920 -2.237 2.638  0.11
H 5.476 1.987 -6.493  0.11
C -0.384 3.719 -1.698  -0.06
C 1.626 -1.557 -2.719  -0.27
C -0.919 0.091 5.554  -0.19
H -4.650 2.223 -4.791  0.11
C 2.560 0.762 -5.296  -0.08
C 1.064 -2.237 -3.795  -0.07
H 0.622 -4.151 -4.647  0.11
H 1.691 -5.410 -2.815  0.11
C 3.500 1.212 -6.210  -0.07
C 1.971 -3.824 4.827  -0.08
H -1.845 -0.573 3.735  0.13
H -4.857 -1.993 7.012  0.15
N 1.527 -2.604 4.947  0.17
C 4.111 1.216 -3.498  -0.07
C 2.204 -2.266 -1.671  -0.08
C -0.959 0.161 6.949  0.01
H -0.144 0.637 7.478  0.14
C -0.289 4.958 -1.082  -0.05
H 0.627 -1.696 -4.625  0.10


Record 5
Computed, not measured: the molecule C7H12N2O5 in a non-equilibrium geometry, with ωB97M-V/def2-TZVPD.

Output
HOMO energy in eV: -9.56
Total charge: 0
SMILES: C[C@H](NC(=O)[C@@H](N)CC(=O)O)C(=O)O
Gap between HOMO and LUMO in eV: 9.85
ΔE to the lowest compared entry with this formula, charge and spin in eV: 3.8428
Strongest force on any atom in eV/Å: 7.562

Each line ends with the natural charge from an NBO analysis.
Atoms and positions in Å:
H 0.463 -2.195 2.727  0.24
C 0.963 0.462 -0.596  -0.18
H -0.012 -1.863 0.215  0.23
H 0.768 -0.506 2.160  0.23
O -1.274 -3.808 0.946  -0.66
O -0.936 1.889 -0.424  -0.63
H 1.079 0.474 -2.466  0.41
H -0.629 -0.659 3.095  0.22
H -2.027 -4.519 0.619  0.52
O 0.895 2.307 -2.880  -0.65
H 2.587 1.754 -0.966  0.25
H 1.483 0.003 0.187  0.20
C -1.794 -2.682 0.934  0.79
N -1.180 -0.233 0.400  -0.61
N 1.178 -0.343 -1.733  -0.80
C -0.712 -1.506 1.073  -0.13
C -0.455 0.727 -0.215  0.66
H 1.711 2.310 0.397  0.24
O -2.932 -2.587 0.668  -0.60
C 0.875 2.715 -1.691  0.84
C 1.525 1.835 -0.661  -0.51
H -2.098 0.274 0.883  0.42
O 0.420 3.941 -1.267  -0.67
C 0.018 -1.317 2.301  -0.63
H -0.046 4.399 -2.031  0.50
H 0.130 -0.872 -1.674  0.34


Record 6
Computed, not measured: a structure of composition C17H27N4Pt, with ωB97M-V/def2-TZVPD.

Output
HOMO energy (spin up / spin down) in eV: -10.02 / -11.15
2S+1: 3
Total charge: +1
Gap between HOMO and LUMO (spin up / spin down) in eV: 8.07 / 6.47
Strongest force on any atom in eV/Å: 0.360

Each line ends with the Löwdin spin population.
Atoms and positions in Å:
H 2.070 -0.798 1.632  0.00
C -1.763 -0.286 2.206  0.30
C 3.545 2.214 0.148  0.03
H 0.643 3.533 2.374  0.00
H -1.404 1.435 -1.285  0.00
H 2.370 2.042 3.329  0.00
H 1.974 -2.292 2.610  0.01
N -1.905 -0.737 -2.310  0.01
H -0.816 -2.875 -1.735  0.00
H -0.636 -3.210 3.248  0.00
H -2.940 -1.810 3.350  0.00
H -3.973 -0.783 -2.179  0.00
N -0.626 0.815 -1.096  0.06
H -2.443 -0.763 -4.334  0.00
H -2.447 1.635 2.766  0.02
C 1.676 -0.600 -1.701  0.00
C 2.486 2.891 -0.440  0.10
H 1.744 0.394 -2.137  0.00
H 0.603 -3.022 -2.786  0.00
C 0.099 -1.409 2.118  0.30
C 3.499 1.899 1.504  0.09
C 2.402 2.282 2.274  0.04
H 0.675 4.032 -0.102  0.00
H 0.802 -2.989 -1.029  0.00
C -1.916 -1.392 -3.612  0.00
C -0.738 -0.320 -1.738  0.01
C -3.155 -0.113 -1.922  0.00
H 4.397 1.927 -0.451  0.00
H -3.331 0.841 -2.433  0.00
N -0.490 -0.259 1.748  0.06
C -2.699 0.846 2.050  0.05
H 1.577 -2.328 0.901  0.02
Pt 0.412 1.343 0.679  0.58
H 2.505 3.110 -1.499  0.00
C 1.387 3.339 0.326  -0.01
H 2.371 -1.260 -2.220  0.00
N 0.338 -1.133 -1.876  0.00
C 1.368 3.060 1.725  0.01
H -3.726 0.539 2.230  0.00
H -2.605 1.292 1.058  0.01
C -2.008 -1.534 2.887  0.11
H 4.314 1.360 1.966  0.00
C -0.851 -2.239 2.835  0.13
H -3.173 0.050 -0.845  0.00
C 1.512 -1.718 1.808  0.05
C 0.222 -2.584 -1.861  0.00
H 1.970 -0.528 -0.648  0.00
H -0.899 -1.535 -3.967  0.00
H -2.417 -2.359 -3.565  0.00


Record 7
Computed, not measured: a structure of composition C8H19NO in a non-equilibrium geometry, with ωB97M-V/def2-TZVPD.

Output
HOMO energy in eV: -7.78
Total charge: 0
Gap between HOMO and LUMO in eV: 8.47
ΔE to the lowest compared entry with this formula, charge and spin in eV: 4.0684
Strongest force on any atom in eV/Å: 2.005

Each line ends with the natural charge from an NBO analysis.
Atoms and positions in Å:
H -1.744 0.561 1.317  0.22
C 1.777 -2.155 -0.191  0.12
H 1.364 2.544 -0.308  0.21
C -0.849 0.787 -0.650  0.14
H 1.216 -0.008 -0.821  0.49
H -0.125 1.496 -2.571  0.22
C 1.079 -1.560 1.535  -0.46
H 0.551 -0.238 0.664  0.47
H -2.294 -0.509 -1.607  0.22
H 0.719 2.160 1.306  0.20
H 0.938 -2.827 -0.437  0.11
H -0.696 -2.707 1.533  0.17
H -0.617 -0.948 -1.941  0.23
C -1.786 1.250 0.472  -0.63
C -0.836 1.799 -1.800  -0.62
N 0.535 0.602 -0.123  -0.67
H 2.227 1.423 0.754  0.23
H -2.811 1.282 0.103  0.22
H -1.826 1.854 -2.253  0.22
O 2.071 -1.223 -1.029  -0.82
H 0.006 -2.372 3.194  0.18
H -0.576 2.800 -1.457  0.21
C 0.104 -2.258 2.117  -0.38
H -1.534 2.252 0.821  0.21
C 1.242 1.759 0.437  -0.41
C -1.298 -0.584 -1.172  -0.62
H 1.877 -1.183 2.179  0.18
H -1.328 -1.315 -0.364  0.22
H 2.616 -2.681 0.291  0.14


Record 8
Computed, not measured: the molecule C4H8N2O, with ωB97M-V/def2-TZVPD.

Output
HOMO energy in eV: -8.48
Total charge: 0
Gap between HOMO and LUMO in eV: 8.98
ΔE to the lowest compared entry with this formula, charge and spin in eV: 3.7984
Strongest force on any atom in eV/Å: 0.470

Each line ends with the natural charge from an NBO analysis.
Atoms and positions in Å:
H -0.883 -1.162 1.250  0.45
C 2.398 0.585 -0.490  -0.71
C 0.231 -0.451 0.329  0.14
C -2.182 0.243 -0.118  -0.42
H -1.319 -1.575 -0.613  0.40
H 2.324 1.552 0.022  0.24
N 0.523 -0.752 1.507  -0.56
H -3.196 -0.162 -0.077  0.21
O 0.519 0.144 -1.932  -0.55
N -1.212 -0.841 0.089  -0.66
H -2.013 0.732 -1.080  0.22
H 2.883 -0.104 0.206  0.25
H 2.979 0.705 -1.406  0.23
C 1.011 0.107 -0.819  0.54
H -2.055 0.968 0.691  0.21


Among the records above, which one has the highest strongest force on any atom?
C7H12N2O5


What is the strongest force on any atom in the first record?
3.752 eV/Å


Which value of strongest force on any atom does entry 6 give?
0.360 eV/Å